Record 1
{"formula": "C5H12O2S", "method": "the ωB97M-V functional and the def2-TZVPD basis", "de_lowest_kj_mol": 143.8, "total_energy_ev": -20308.8283, "multiplicity": 1, "homo_energy_ev": -8.59, "smiles": "CSCCCC=O.O", "species": ["S", "O", "O", "C", "C", "C", "C", "C", "H", "H", "H", "H", "H", "H", "H", "H", "H", "H", "H", "H"], "coordinates": [[-0.79821, 2.22565, -0.09216], [2.69269, -1.41812, 2.21058], [2.19997, -1.85297, -0.24952], [-0.94651, 0.72113, 0.88272], [-0.94703, -0.58662, 0.06897], [0.16515, -0.76750, -0.96830], [-1.73512, 1.97521, -1.58292], [1.53044, -0.86044, -0.33426], [0.27165, 0.07217, -1.65738], [2.66873, -1.68116, 3.13997], [-1.32624, 1.37654, -2.40307], [-0.22407, 0.77168, 1.69026], [-1.94330, -0.75815, -0.32565], [-1.86759, 0.62332, 1.45420], [-0.74318, -1.35953, 0.81461], [-1.84964, 2.96317, -2.02175], [-2.67440, 1.47923, -1.35246], [3.64948, -1.29734, 2.10165], [1.90386, 0.10217, 0.07174], [-0.02670, -1.72844, -1.44719]], "nbo_charge": [0.21, -0.93, -0.51, -0.55, -0.40, -0.52, -0.77, 0.45, 0.22, 0.46, 0.21, 0.24, 0.21, 0.21, 0.22, 0.24, 0.22, 0.47, 0.10, 0.23]}

=====

Record 2
{"formula": "C5H12O3", "method": "the ωB97M-V functional and the def2-TZVPD basis", "de_lowest_kj_mol": 76.4, "total_energy_ev": -11518.8797, "multiplicity": 1, "homo_energy_ev": 0.27, "charge": -2, "species": ["O", "O", "O", "C", "C", "C", "C", "C", "H", "H", "H", "H", "H", "H", "H", "H", "H", "H", "H", "H"], "coordinates": [[0.95828, -1.20185, 3.66981], [-0.35494, -2.22716, 1.89783], [-0.95958, 2.14617, -3.47611], [0.81731, -0.61508, 0.42306], [-0.28603, 2.11356, -2.30359], [0.38470, 0.71499, -0.27087], [-0.11032, 0.64376, -1.71588], [-0.48693, -1.38781, 0.77723], [1.17202, 1.49123, -0.38431], [1.45581, -0.55686, 1.30453], [0.71711, 2.61915, -2.30972], [0.41366, 0.14955, -2.53552], [-0.28304, 1.19877, 0.44755], [-0.72305, -2.00440, -0.09562], [-1.16891, 0.36195, -1.76204], [-0.92743, 2.65546, -1.54605], [1.37696, -1.20572, -0.31143], [0.35258, -1.80144, 2.74835], [0.43907, -0.72504, 4.31886], [-1.35045, -0.70919, 0.89103]], "nbo_charge": [-1.19, -0.88, -0.99, -0.43, 0.01, -0.41, -0.47, -0.03, 0.17, 0.23, 0.05, 0.19, 0.19, 0.12, 0.19, 0.06, 0.16, 0.50, 0.42, 0.11]}

=====

- Look up the multiplicity of the first one.
  1